Below is a structure of composition C34H34ClMoN2O5PS3, with properties calculated with ωB97M-V/def2-TZVPD.

## Properties
**Charge**: +2
**Multiplicity**: 3
**Calculated total energy**: -3865.6325 Ha
**Gap between HOMO and LUMO (alpha / beta)**: 5.281 / 5.720 eV

Last column: Löwdin charge in e.
Positions of all 81 atoms, in Å:
Mo (0.196746, 0.220870, -0.086604)  1.077
S (5.147612, -5.031973, 0.157253)  1.093
C (4.561515, -6.496055, -0.477912)  -0.374
C (3.274876, -6.391058, -0.919227)  -0.154
C (2.751833, -5.097164, -0.739158)  -0.105
C (3.645580, -4.223856, -0.161783)  -0.480
C (3.439111, -2.836650, 0.207993)  -0.165
C (2.217974, -2.195297, -0.075020)  -0.037
N (1.929313, -0.955741, 0.290491)  -0.068
C (2.880117, -0.245364, 0.951821)  -0.166
C (4.159093, -0.758347, 1.209682)  -0.107
C (5.121038, 0.094736, 1.847141)  0.023
C (4.802878, 1.353800, 2.217929)  0.018
C (3.485453, 1.879376, 2.003990)  -0.106
C (3.093705, 3.165322, 2.383694)  0.110
C (1.781427, 3.595750, 2.179684)  -0.163
C (0.897311, 2.692605, 1.579505)  -0.059
N (1.253843, 1.477010, 1.155399)  -0.094
C (2.533402, 1.059858, 1.380198)  -0.160
C (1.334086, 4.925217, 2.561625)  -0.472
C (2.089536, 5.975953, 3.017474)  -0.094
C (1.332934, 7.139914, 3.271876)  -0.147
C (0.008496, 6.968796, 3.010146)  -0.372
S (-0.335657, 5.394764, 2.452575)  1.064
C (4.420367, -2.079438, 0.842440)  0.066
H (5.196004, -7.368072, -0.490232)  0.083
H (2.726778, -7.214683, -1.350894)  0.117
H (1.746756, -4.830512, -1.035009)  0.111
H (1.465797, -2.719807, -0.647945)  0.089
H (6.113727, -0.300525, 2.019137)  0.134
H (5.535266, 1.990141, 2.697367)  0.133
H (3.820451, 3.819085, 2.846899)  0.138
H (-0.141118, 2.966599, 1.441032)  0.073
H (3.158447, 5.924977, 3.167197)  0.118
H (1.753222, 8.065703, 3.634561)  0.120
H (-0.793417, 7.680918, 3.123083)  0.082
H (5.388258, -2.513329, 1.058227)  0.115
O (1.861573, 0.028088, -8.512580)  0.152
C (0.963468, -0.409648, -7.625726)  -0.477
O (0.062612, -1.125019, -7.950601)  0.148
C (1.118447, 0.036376, -6.189819)  -0.105
C (2.307113, 0.508408, -5.643115)  -0.002
C (2.365232, 0.869910, -4.307035)  -0.097
C (1.225499, 0.769111, -3.515020)  -0.619
S (1.369141, 1.270057, -1.833969)  0.716
C (0.025108, 0.317658, -4.061402)  -0.117
C (-0.014884, -0.064903, -5.387284)  0.009
H (2.495909, 0.650168, -8.146739)  0.104
H (3.212301, 0.578012, -6.233740)  0.124
H (3.290160, 1.229158, -3.875334)  0.109
H (-0.870443, 0.287153, -3.457234)  0.060
H (-0.924469, -0.441039, -5.836349)  0.132
C (-4.888918, 1.958943, -2.009379)  -0.049
C (-3.571559, 1.240243, -2.210412)  -0.240
O (-3.074298, 0.711231, -0.953736)  -0.282
P (-1.950510, 1.379319, -0.048261)  0.596
O (-2.187218, 2.945172, -0.173998)  -0.269
C (-1.509436, 3.900609, -1.032118)  -0.262
C (-2.369673, 5.141312, -1.107929)  -0.045
O (-2.387079, 1.062743, 1.435537)  -0.281
C (-3.618701, 1.543311, 2.078139)  -0.208
C (-4.769053, 0.579770, 1.881802)  -0.053
H (-5.192741, 2.424724, -2.946657)  0.094
H (-4.791887, 2.733946, -1.248849)  0.073
H (-5.668077, 1.262858, -1.701935)  0.088
H (-2.829720, 1.908500, -2.653909)  0.102
H (-3.693503, 0.377751, -2.862874)  0.126
H (-1.346753, 3.469661, -2.021444)  0.106
H (-0.535240, 4.130715, -0.595235)  0.099
H (-3.355283, 4.900671, -1.504336)  0.081
H (-1.900981, 5.872688, -1.765397)  0.096
H (-2.484907, 5.578628, -0.116981)  0.074
H (-3.851074, 2.532598, 1.687169)  0.115
H (-3.359264, 1.630009, 3.130056)  0.125
H (-4.996504, 0.452748, 0.826552)  0.064
H (-5.651151, 0.977873, 2.382613)  0.095
H (-4.538512, -0.393811, 2.313806)  0.087
Cl (-0.896259, -1.621066, -1.411208)  0.654
C (-0.909482, -1.568259, 0.346014)  -0.608
H (-0.466081, -2.474919, 0.748769)  0.029
H (-1.939949, -1.469358, 0.679186)  0.020

Force components x, y, z for each atom (eV/Å):
Mo -0.246 -0.384 -0.879
S -0.263 0.147 -0.060
C -0.033 -0.005 0.001
C 0.111 -0.189 -0.015
C 0.008 0.295 0.049
C 0.135 -0.489 -0.068
C 0.363 0.324 0.196
C -0.078 0.025 -0.100
N 0.964 -0.680 0.330
C 0.301 -0.240 0.020
C -0.311 0.201 -0.001
C 0.054 0.067 0.068
C 0.146 -0.062 0.026
C -0.253 -0.152 -0.105
C -0.332 -0.022 -0.107
C 0.337 -0.193 0.059
C -0.072 0.043 -0.018
N 0.429 0.555 0.795
C 0.197 0.200 0.058
C -0.328 0.419 0.069
C 0.033 -0.298 -0.070
C -0.081 0.137 0.038
C -0.025 -0.013 -0.009
S 0.251 -0.100 0.013
C -0.329 -0.206 -0.213
H 0.002 0.014 -0.010
H 0.002 0.014 -0.008
H -0.008 -0.004 0.023
H -0.056 0.010 0.054
H 0.006 0.039 0.040
H 0.015 -0.016 -0.011
H -0.011 0.018 0.031
H 0.005 -0.015 -0.086
H 0.007 0.027 -0.011
H -0.008 -0.007 0.004
H 0.026 0.014 0.005
H 0.036 0.032 0.012
O 0.018 -0.140 -0.305
C -0.068 0.021 0.307
O 0.027 0.007 -0.074
C 0.066 0.015 -0.010
C -0.102 -0.015 -0.060
C 0.036 0.000 0.102
C -0.196 -0.076 -0.043
S -0.277 -0.327 0.210
C 0.091 0.060 -0.058
C -0.064 -0.002 -0.055
H 0.017 0.105 0.129
H 0.004 -0.008 -0.003
H 0.010 -0.033 -0.016
H -0.050 -0.025 0.031
H -0.006 0.008 0.008
C 0.116 -0.098 0.103
C -0.210 0.219 -0.197
O 0.274 -0.006 0.286
P -1.490 0.586 0.088
O 0.189 -0.214 0.064
C 0.085 0.294 -0.198
C 0.038 -0.181 0.052
O 0.023 0.015 -0.142
C -0.287 -0.026 0.107
C 0.249 -0.014 -0.045
H -0.028 -0.012 -0.005
H -0.004 0.035 -0.036
H -0.002 0.004 0.002
H 0.044 -0.059 0.038
H 0.072 -0.012 0.007
H -0.010 -0.081 0.048
H 0.001 -0.070 0.017
H -0.006 0.022 -0.020
H 0.016 0.009 0.020
H -0.015 0.037 -0.022
H 0.078 0.019 -0.023
H 0.064 0.052 -0.021
H -0.058 -0.005 -0.035
H 0.002 -0.004 0.022
H -0.024 0.005 0.009
Cl 0.207 0.055 -0.733
C -0.131 -0.033 0.249
H 0.254 0.153 0.017
H 0.052 0.214 0.065